The following is a quantum chemistry calculation of C23H28AgN2O4Sb2 as an isolated structure, from OMol25.

Last column: natural (NBO) charge in e.
Cartesian coordinates (Å):
Ag -0.98 -1.04 0.41  0.8013
C 3.64 -1.01 0.73  -1.0185
Sb 1.75 -0.10 0.20  1.0386
C 2.51 0.59 -1.69  -1.0108
C 2.00 1.69 1.40  -0.7423
C 2.91 2.67 0.72  -0.0349
C 4.28 2.52 0.92  -0.2172
C 5.22 3.28 0.24  -0.2306
C 4.78 4.23 -0.67  -0.2352
C 3.42 4.41 -0.85  -0.2006
C 2.45 3.66 -0.17  -0.0238
C 1.01 4.02 -0.39  -0.7945
Sb -0.64 2.56 -0.51  1.0914
C -1.75 3.79 -1.89  -1.0133
C -1.59 3.42 1.20  -1.0008
H 3.63 -1.34 1.77  0.2244
H 4.46 -0.31 0.57  0.2211
H 3.80 -1.88 0.09  0.2163
H 3.32 1.30 -1.54  0.2321
H 1.72 1.04 -2.27  0.2303
H 2.90 -0.29 -2.22  0.2163
H 2.44 1.33 2.33  0.2360
H 1.01 2.07 1.65  0.2568
H 4.62 1.77 1.63  0.2028
H 6.28 3.13 0.42  0.2037
H 5.48 4.83 -1.22  0.2030
H 3.07 5.17 -1.54  0.2000
H 0.94 4.60 -1.31  0.2152
H 0.69 4.70 0.42  0.2278
H -1.68 4.84 -1.58  0.2107
H -2.79 3.48 -1.86  0.2359
H -1.37 3.68 -2.90  0.2125
H -1.48 4.51 1.13  0.2013
H -1.12 3.06 2.11  0.2432
H -2.64 3.16 1.22  0.2566
N -3.81 -2.29 0.32  -0.7872
C -3.56 -3.59 0.03  0.2080
C -4.58 -4.53 0.13  -0.2965
C -4.38 -5.89 -0.14  -0.1712
C -3.16 -6.36 -0.54  -0.2671
C -2.09 -5.45 -0.65  -0.0860
C -0.81 -5.89 -1.06  -0.1338
C 0.22 -5.01 -1.15  -0.2715
C -0.02 -3.67 -0.79  0.0537
N -1.18 -3.21 -0.40  -0.5015
C -2.25 -4.07 -0.35  0.1765
H -4.75 -2.07 0.61  0.3945
H -3.30 -1.48 -0.02  0.4394
H -5.56 -4.18 0.41  0.2067
H -5.22 -6.56 -0.05  0.2067
H -3.00 -7.40 -0.78  0.2014
H -0.68 -6.94 -1.31  0.2083
H 1.21 -5.31 -1.46  0.2165
H 0.80 -2.95 -0.82  0.1959
O -2.71 0.35 3.67  -0.6750
C -2.22 0.42 2.56  0.6494
O -0.96 0.34 2.26  -0.8853
C -3.21 0.66 1.33  0.6539
O -4.29 1.19 1.54  -0.6770
O -2.78 0.32 0.15  -0.9134

Output
- Relative energy (zero: lowest compared OMol25 entry of this formula, charge and spin): 0.8386 eV
- 2S+1: 1
- Charge: -1

---

The following is a quantum chemistry calculation of C28H22Co2NO6 as an isolated structure at a distorted geometry, from OMol25.

Last column: natural (NBO) charge in e.
Cartesian coordinates (Å):
O -0.09 1.77 5.00  -0.5384
C -0.15 1.75 3.86  0.4579
Co -0.35 1.81 2.08  -0.0442
C -1.92 2.56 2.01  0.5779
O -2.99 2.97 1.89  -0.5336
C 0.74 3.06 1.49  0.4482
O 1.38 3.97 1.11  -0.5574
C -0.96 0.13 1.11  -0.2667
C -2.20 -0.60 1.52  -0.0731
C -2.57 -0.62 2.88  -0.2113
C -3.77 -1.20 3.27  -0.2023
C -4.60 -1.82 2.32  -0.2421
C -4.20 -1.84 0.98  -0.2075
C -3.00 -1.26 0.57  -0.2203
C -0.16 0.17 -0.04  0.0044
C -0.19 -0.09 -1.46  -0.6038
Co 0.81 -0.25 1.40  -0.1127
C 0.97 -0.56 3.13  0.5467
O 1.08 -0.90 4.23  -0.5330
C 2.21 0.83 1.23  0.5342
O 3.25 1.36 1.12  -0.5375
C 1.59 -1.82 1.00  0.5997
O 2.15 -2.82 0.80  -0.5110
H -1.91 -0.15 3.62  0.2181
H -4.07 -1.16 4.32  0.2034
H -5.58 -2.23 2.61  0.2041
H -4.83 -2.33 0.23  0.2056
H -2.67 -1.29 -0.48  0.2233
H 0.41 -1.13 -1.57  0.2488
H -1.27 0.01 -1.85  0.2310
C -1.34 4.42 -4.79  -0.4068
C -0.03 4.46 -3.97  -0.4151
C 0.24 3.05 -3.43  -0.2116
N -0.87 2.21 -3.94  -0.4211
C -0.78 0.88 -3.91  0.0567
C 0.32 0.12 -3.15  -0.1985
C 0.23 -1.36 -3.77  -0.4423
C -1.04 -1.34 -4.56  0.0528
C -1.53 -0.03 -4.76  -0.0879
C -2.50 0.15 -5.79  -0.2838
C -2.94 -0.95 -6.54  -0.2062
C -2.50 -2.24 -6.25  -0.3042
C -1.54 -2.44 -5.24  -0.2428
C -1.64 2.92 -4.99  -0.2064
H -2.17 4.91 -4.25  0.2014
H -1.24 4.93 -5.76  0.2027
H 0.79 4.79 -4.62  0.2001
H -0.10 5.20 -3.16  0.2127
H 1.16 2.65 -3.90  0.1685
H 0.35 3.03 -2.33  0.2166
H 1.39 0.49 -3.24  0.2221
H 1.12 -1.66 -4.38  0.2199
H 0.13 -2.07 -2.93  0.2029
H -2.80 1.15 -6.06  0.1972
H -3.60 -0.78 -7.40  0.1968
H -2.92 -3.10 -6.78  0.1949
H -1.15 -3.43 -5.01  0.1968
H -2.75 2.74 -4.97  0.2076
H -1.21 2.62 -5.98  0.1688

Output
- 2S+1: 1
- Charge: -1

---

no.,E_HOMO (eV)
1,-4.586
2,-1.840